Entry 1:
Entry from the OMol25 dataset: a structure of composition C22H29N6O5PPd (wB97M-V/def2-TZVPD).

Calculated values
Highest occupied orbital energy in eV: -8.64
ΔE to the lowest compared entry with this formula, charge and spin in kJ/mol: 52.11
DFT total energy in eV: -55234.338
LUMO level in eV: -0.3
Max |F| in Eh/bohr: 0.012

Geometry as ORCA input:
```
! RIJCOSX wB97M-V def2-TZVPD def2/J DEFGRID3
* xyz 0 1
H -4.90 1.59 0.03
C 2.60 0.37 0.74
H -4.06 1.56 2.44
H 0.68 5.91 -0.03
H -4.80 -0.03 2.71
C -0.35 -0.89 2.30
C 2.11 5.11 1.38
C 4.05 1.26 2.48
H -1.72 -1.98 -2.42
H -3.14 -2.47 1.23
H 3.47 4.01 2.62
C 1.38 -3.59 -4.04
C 4.13 -1.07 1.93
C 0.97 3.80 -0.24
O 2.02 -0.52 -4.76
C 2.49 2.75 1.18
H -2.21 1.63 -1.74
H -2.35 -2.45 -0.84
N 1.60 2.70 0.17
C 3.15 -0.89 0.96
C -3.92 0.48 2.33
C -2.43 -1.71 -1.63
H -2.75 0.46 -2.95
C 2.76 3.97 1.81
O 1.79 -3.02 -5.15
C 4.58 0.00 2.70
N 0.64 -2.14 -0.80
O -1.28 1.29 0.65
C 1.20 5.03 0.34
H -4.52 0.18 -0.97
Pd 1.27 0.86 -0.62
N -3.68 0.11 0.94
N -1.45 -1.20 1.38
C 3.07 1.45 1.51
C 1.31 -1.32 -2.66
H -1.03 0.65 -2.63
H 0.25 -0.08 1.89
C 0.72 -3.19 -1.64
H 4.41 2.10 3.06
H -1.71 -3.20 1.98
N -2.14 -0.38 -1.13
H 0.28 -1.77 2.43
C -2.02 0.65 -2.16
H -2.70 -2.05 2.89
H 2.85 -1.74 0.37
H -3.06 0.20 2.95
H 2.32 6.06 1.85
O 1.46 0.97 -3.18
O 1.15 -4.77 -3.95
C 1.17 -2.71 -2.85
H 0.45 -4.19 -1.36
C 1.65 -0.18 -3.62
H 4.55 -2.05 2.09
H 1.89 -2.00 -5.04
H 0.27 3.67 -1.05
C -4.74 0.51 0.04
P -2.09 0.06 0.46
H 0.17 -2.09 0.09
C -2.30 -2.28 1.89
H -0.72 -0.59 3.29
N 0.99 -1.01 -1.41
H -3.44 -1.77 -2.05
H -5.68 0.04 0.35
H 5.34 -0.15 3.45
*
```

Entry 2:
Entry from the OMol25 dataset: a structure of composition C47H54BrClCoN2O3S (wB97M-V/def2-TZVPD).

Calculated values
Highest occupied orbital energy (alpha / beta) in eV: -3.74 / -5.33
ΔE to the lowest compared entry with this formula, charge and spin in kJ/mol: 0.00
DFT total energy in eV: -189771.289
Expectation value of S²: 6.02
LUMO level (alpha / beta) in eV: 2.0 / 2.0
Max |F| in Eh/bohr: 0.009

Geometry as ORCA input:
```
! RIJCOSX wB97M-V def2-TZVPD def2/J DEFGRID3
* xyz -1 5
C -1.15 -3.92 -1.91
C 1.59 2.28 1.37
C 2.21 0.17 2.57
H -0.75 -5.80 -0.93
H 3.16 1.22 4.18
H 1.54 2.83 2.32
C 2.54 -3.13 -1.76
C 3.50 -3.32 -0.73
C -2.63 -0.37 -2.46
H 4.00 2.48 2.57
C -2.50 3.81 -2.97
H 0.80 0.90 -2.39
H -3.15 -0.91 -3.27
H -1.74 -4.46 -4.48
C -3.18 1.64 -3.72
H -1.28 3.90 -1.22
C 4.01 1.76 1.75
H -1.28 1.65 5.37
H 3.53 0.36 -4.10
H 0.33 -1.23 -6.33
C -1.22 2.13 4.39
Co -0.65 -0.49 -0.21
C 1.12 -4.40 2.94
H 5.64 -5.45 -2.24
O -4.03 3.45 1.89
H -0.69 1.45 3.72
H 1.17 -2.39 5.27
H -0.86 -3.34 -1.03
Br -2.03 -0.49 1.78
H -2.94 -4.63 -0.94
C -0.64 5.24 2.30
C 5.49 -4.17 0.27
H -0.75 -5.90 -2.69
C 4.62 -4.12 -0.85
H -1.60 -4.09 3.36
H -0.60 5.14 1.21
C -1.73 1.85 -1.73
C 0.94 1.12 -3.45
C 0.48 -1.30 -4.20
H 0.52 -5.28 2.70
N 0.50 -1.58 -1.76
C 0.04 -1.77 -5.43
C -3.18 2.99 -3.89
H 3.20 -1.37 -4.29
H 6.38 -4.78 0.24
H -0.63 3.04 4.51
C 2.85 -0.45 -3.81
H 2.48 -0.41 5.90
C 3.86 -4.63 -3.09
H -2.54 4.89 -3.10
H 4.36 2.29 0.86
H -0.01 1.50 -3.84
H 1.51 -4.52 3.96
H 2.03 -3.69 -3.77
H -1.08 -3.24 -6.52
C 1.06 -1.89 3.19
H -0.68 -3.54 4.76
H 1.86 2.98 0.58
H 0.63 -5.18 -1.85
C -2.67 -4.10 -1.85
O -0.96 1.40 -0.82
Cl -4.03 3.72 -5.24
C 2.57 0.35 3.90
S -2.59 3.24 2.26
C 4.79 -4.80 -2.09
H 5.87 -3.49 2.24
C -0.75 -2.90 -5.55
H -3.18 -3.14 -1.84
C 3.17 -2.59 0.44
H 3.83 -2.09 2.42
C 2.20 -0.57 4.87
H 0.15 4.61 2.71
H -0.07 -3.03 1.81
H 2.67 0.63 0.55
N 1.10 -1.15 0.87
C 0.27 -3.13 2.84
H 2.93 -0.58 -2.73
C 1.45 -0.95 2.23
C -2.01 4.87 2.84
C 1.42 -0.10 -4.23
C -1.81 3.27 -1.93
H -3.72 1.00 -4.40
H 0.59 1.90 1.16
H -2.03 4.91 3.93
C -0.46 -5.28 -1.84
C -2.49 1.05 -2.64
H -1.56 -2.37 3.75
C 2.63 1.16 1.50
C -2.61 2.41 3.86
C 4.03 -2.64 1.50
H 4.00 -5.16 -4.03
H 4.74 0.99 2.00
H -3.15 1.48 3.66
H -3.03 -4.69 -2.70
H -0.39 6.28 2.54
H 1.98 -4.37 2.26
C 0.09 -2.00 -3.05
C 1.55 -2.18 -1.22
H 1.68 1.93 -3.54
C -1.12 -3.58 -4.40
C 1.89 -1.90 0.14
C 1.46 -1.68 4.51
H 1.46 0.20 -5.28
C -0.72 -3.14 -3.14
H -3.21 3.04 4.53
C -0.97 -3.29 3.73
C 5.19 -3.45 1.40
O -2.27 -1.00 -1.47
C 2.73 -3.79 -2.95
H -2.79 5.53 2.46
*
```

Entry 3:
Entry from the OMol25 dataset: a cluster of 2 separate species, C12H13NSi in total at a distorted geometry (wB97M-V/def2-TZVPD).

Calculated values
Highest occupied orbital energy in eV: -8.33
ΔE to the lowest compared entry with this formula, charge and spin in kJ/mol: 233.66
DFT total energy in eV: -22017.958
SMILES: [SiH2]=Nc1ccccc1.c1ccccc1
LUMO level in eV: -0.5
Max |F| in Eh/bohr: 0.276

Geometry as ORCA input:
```
! RIJCOSX wB97M-V def2-TZVPD def2/J DEFGRID3
* xyz 0 1
H 4.13 1.02 -2.12
C 2.28 -0.72 0.22
C -2.63 -0.13 -0.87
H -1.41 1.08 1.97
C -4.20 1.39 0.07
C 3.70 0.71 -1.21
H 0.21 -3.68 0.46
H -2.24 -0.77 -1.65
C 3.45 1.14 1.09
H 4.61 2.33 -0.04
H 1.65 -1.35 0.33
C 4.05 1.45 -0.14
H -4.59 0.31 -1.69
C -3.85 0.56 -0.97
H 2.79 -1.40 -1.62
C 3.07 -0.52 -1.01
H -2.17 -3.22 0.61
H -3.54 2.17 2.02
C 2.56 0.14 1.23
H 3.76 1.80 1.90
N -0.62 -0.91 0.27
C -2.17 0.83 1.17
Si -0.85 -2.49 0.43
C -1.75 -0.07 0.23
H -4.98 1.98 0.01
H 2.19 -0.06 2.25
C -3.35 1.54 1.12
*
```